Computed, not measured: 6 unconnected molecules or ions with the total composition C32H72Cl2IN7O6, with ωB97M-V/def2-TZVPD.

Geometry (Å):
C (0.4521, 0.2021, -6.7179)
C (-0.0182, -0.1944, 1.6166)
H (-7.6742, 0.3748, -5.6385)
O (-6.5933, -0.4788, -4.0797)
Cl (-4.2657, 0.0408, 0.4466)
H (-3.5802, 0.8312, -4.8082)
H (7.7195, 0.4434, 6.6173)
C (-4.6717, -4.5502, 3.9391)
H (4.4005, 2.2963, 0.3416)
H (-1.5254, 3.8113, 1.6965)
H (-3.7647, -2.0787, 1.2142)
C (-5.3855, -0.2857, -4.7928)
C (7.1855, 2.9957, -1.4301)
H (-7.7477, 1.2543, -4.0880)
H (-3.9010, -7.1615, 3.7525)
H (-2.8152, -6.6018, 5.0323)
H (4.5781, 4.0507, 0.0749)
H (0.8461, 0.7089, -4.6885)
O (6.4940, 1.1743, 5.1757)
C (-0.0146, 0.7258, -5.3634)
H (6.3023, 1.3704, -0.2701)
N (0.9800, -1.5778, -1.2731)
H (-2.0202, 0.6881, -1.0603)
H (0.6236, -0.8762, -6.6883)
H (-2.0430, 1.5900, 1.5292)
H (-1.3263, 2.1254, -5.9992)
H (5.3312, 4.0098, -1.9653)
O (-3.5102, -3.7396, 4.0026)
N (0.7575, 1.8699, -1.8436)
H (3.7282, 1.2197, 3.7204)
H (6.0232, 2.3468, 3.6157)
H (8.2641, 0.1027, 4.9637)
I (-1.0421, 4.7744, -0.6814)
H (7.4062, 1.3028, 3.3197)
H (-0.5728, 0.4268, 2.3207)
C (5.9602, 3.1919, -2.3169)
O (6.2501, 3.0967, 0.8715)
C (6.4070, 1.3361, 3.7721)
H (0.9265, 0.2924, 1.3506)
C (-4.5769, 0.9473, -4.3713)
H (7.0498, -1.0355, 2.5816)
H (0.2772, -0.8564, 4.1706)
N (-4.5100, -5.0925, 6.3682)
H (8.7299, 4.1475, -0.7511)
O (0.2721, -1.4492, 2.1834)
N (-4.4110, 1.0312, -2.9177)
C (-7.6996, 0.2650, -4.5500)
Cl (-2.4548, -1.9448, -1.2327)
C (-0.7857, -0.4090, 0.2986)
C (-2.6694, -0.7481, -6.3809)
H (-3.7502, -1.3183, 3.2889)
H (-1.7063, -3.4811, 3.0934)
C (-5.1488, 2.2652, -4.8840)
C (-4.7648, -5.6269, 5.0283)
C (-3.8541, -6.8269, 4.7908)
H (-2.3900, -0.2152, -7.2934)
H (-5.4322, 2.1912, -5.9361)
H (-2.6054, -4.9069, 2.5330)
H (1.0967, 2.5410, 0.7892)
C (-2.9723, -0.8161, 2.7157)
H (-5.5109, -3.8618, 4.0711)
H (-4.7694, -4.9920, 2.9386)
H (-1.1688, 0.1953, -3.6487)
H (-2.0328, -1.2389, 3.0662)
C (5.4578, 0.3579, 3.0732)
H (-8.6022, -0.2808, -4.2756)
C (-2.3523, -4.3023, 3.4093)
H (-4.4039, 3.0553, -4.7902)
N (4.1471, 0.2930, 3.7275)
H (5.3517, 2.2867, -2.3612)
H (1.8222, -0.6243, 3.2788)
C (0.2110, -1.0579, -0.5989)
C (-3.1883, -1.1560, 1.2384)
H (-5.5822, -0.2744, -5.8735)
H (7.2858, 4.8354, -0.5912)
N (7.8487, 4.2877, -1.2365)
C (-1.2132, 0.9633, -0.3771)
H (-3.9266, 0.2000, -2.5873)
H (6.9031, -0.8070, 5.6734)
H (0.9171, 4.1064, 1.5436)
C (-1.0936, -0.1302, -4.6902)
H (-0.8085, -1.1904, -4.6720)
H (5.2980, 0.7536, 2.0662)
H (-6.0244, 2.5789, -4.3146)
H (-5.1956, -4.3749, 6.5840)
H (1.3870, 0.6848, -7.0010)
H (-4.7820, -1.1731, -4.5836)
C (-1.9310, -1.4484, 0.4165)
H (-4.1585, -7.6571, 5.4270)
H (7.8359, 1.9887, 0.3461)
H (5.9743, -1.6069, 3.8643)
C (6.8842, 2.2874, -0.1028)
C (4.8470, 3.2181, 0.7280)
H (-5.7965, -5.9911, 5.0116)
H (0.3942, 2.6973, 2.4473)
H (-2.1528, -1.7121, -6.3511)
H (-3.7447, -0.9291, -6.4123)
H (-1.5009, -2.3494, 0.8488)
H (-2.7188, 2.3872, 0.1548)
C (-1.7752, 2.0484, 0.5786)
H (-0.6392, 2.5119, -4.5992)
C (6.0139, -1.0541, 2.9251)
H (6.2704, 3.4399, -3.3313)
H (7.8817, 2.3481, -1.9721)
C (-0.9645, 3.3099, 0.9103)
H (4.2985, 0.0971, 4.7142)
C (-0.1111, 1.4523, -1.2212)
H (1.2848, -2.2616, 3.7452)
C (0.9583, -1.2772, 3.4204)
H (-5.3338, 0.9657, -2.4950)
C (0.4545, 3.1238, 1.4430)
H (-1.7916, -4.9122, 4.1206)
N (-0.4318, 2.1233, -5.5157)
O (-2.3991, 0.0192, -5.2250)
H (4.4322, 3.4212, 1.7171)
H (-0.2714, 0.4132, -7.5065)
C (7.3881, 0.1708, 5.6157)
H (-3.6214, -4.5997, 6.3463)
H (-3.0520, 0.2453, 2.9371)
H (5.4269, -1.6138, 2.1967)

Calculated values
- HOMO energy (Eh) = -0.3191
- LUMO energy (eV) = 0.319
- orbital gap (eV) = 9.00
- E (hartree) = -3315.11109
- multiplicity = 1
- total charge = 0
- SMILES string = COC[C@](C#N)([C@H](C#N)C[C@@H](C)I)[C@H](Cl)[C@@H](C)Cl.COC[C@@H](C)N.COC[C@@H](C)N.COC[C@@H](C)N.COC[C@@H](C)N.COC[C@@H](C)N

Mulliken atomic charge list, values in e, 99 entries:
1 C -1.5492
2 C -2.3097
3 H 0.2980
4 O -0.4534
5 Cl -0.1182
6 H -0.4314
7 H 0.2691
8 C -0.7713
9 H 0.4038
10 H 0.7939
11 H 0.5707
12 C -0.9551
13 C 0.2520
14 H 0.2512
15 H 0.3462
16 H 0.2903
17 H 0.3779
18 H 0.4795
19 O -0.4582
20 C 0.1386
21 H 0.3685
22 N -0.6707
23 H -0.8634
24 H 0.3303
25 H -0.2489
26 H 0.3158
27 H 0.2702
28 O -0.2390
29 N -0.5194
30 H 0.2600
31 H 0.1197
32 H 0.2969
33 I 0.0441
34 H 0.4682
35 H 0.3988
36 C -1.4423
37 O -0.3967
38 C -0.3667
39 H 1.2101
40 C 1.9087
41 H 0.3507
42 H 0.2983
43 N -0.7555
44 H 0.2773
45 O -0.4351
46 N -0.3380
47 C -0.7054
48 Cl -0.1126
49 C 2.5130
50 C -0.8175
51 H 0.3627
52 H -0.1675
53 C -1.8478
54 C 0.3447
55 C -1.4137
56 H 0.2227
57 H 0.3463
58 H 0.3166
59 H 0.1100
60 C -1.2261
61 H 0.3363
62 H 0.4350
63 H -0.5355
64 H -0.0565
65 C 0.7819
66 H 0.2675
67 C -0.3180
68 H 0.4049
69 N -0.4049
70 H 0.3595
71 H 0.3010
72 C -0.7639
73 C 0.3939
74 H 0.5230
75 H 0.3297
76 N -0.7397
77 C 3.6883
78 H -0.0719
79 H 0.2377
80 H 0.5659
81 C 0.1654
82 H 0.5630
83 H -0.3435
84 H 0.4020
85 H 0.2779
86 H 0.3719
87 H 0.2454
88 C -1.3331
89 H 0.3467
90 H 0.3303
91 H 0.3557
92 C -0.5426
93 C -0.9441
94 H 0.4303
95 H 0.2329
96 H 0.3207
97 H 0.3615
98 H 0.7515
99 H 0.4536


Computed, not measured: 5 unconnected molecules or ions with the total composition C32H72N5O12P, with ωB97M-V/def2-TZVPD.

Geometry (Å):
C (3.5371, -2.8441, 2.1969)
H (-2.7309, 2.6979, 0.4007)
C (-10.8445, -3.6476, 3.1490)
H (1.8538, -3.2584, -0.5604)
H (1.3929, 6.6331, -2.9706)
H (5.3633, 4.0964, -2.6967)
H (1.6503, 1.1302, 0.9390)
H (0.0387, 5.1202, -0.7759)
O (8.8956, -4.9945, -1.0551)
H (9.1120, -4.0616, -6.3378)
C (1.4023, 6.3489, -1.9180)
C (2.8860, -3.3530, -0.9087)
H (-3.0663, 4.4209, 0.7020)
H (-1.2331, 3.4666, 4.3474)
P (4.5099, 5.9729, -3.7403)
H (6.5366, -6.1426, -1.5479)
H (-9.3076, -5.7228, 3.6309)
C (8.0792, -4.1533, -6.0063)
H (9.3292, -3.2453, -2.0982)
H (2.4818, 5.7564, -4.5325)
H (-3.7862, 3.4085, 4.6668)
O (3.7060, -4.0224, 0.0314)
N (2.3667, -1.9930, 2.0153)
H (-1.1354, -0.4708, 0.7881)
C (6.2762, -3.2679, -3.2722)
C (-1.3737, 3.0875, 3.3300)
H (-5.0744, 1.4173, 3.8224)
H (10.6499, -4.4111, -1.8896)
H (-10.5483, -3.8885, 4.1741)
H (5.5284, -4.7599, -1.1583)
H (0.0897, 2.3294, -0.7948)
C (0.6306, 5.0166, -1.6883)
H (7.3262, -4.9899, -3.4482)
H (-10.0349, -0.2319, 0.8354)
N (-9.3288, -1.7227, 3.1900)
C (-10.6794, -2.1688, 2.8777)
H (-8.6667, -2.3504, 2.7524)
H (3.3045, -0.6510, 0.6420)
H (0.8644, 7.1425, -1.3879)
H (-7.9980, -2.7335, 0.8000)
H (-10.9522, -1.9956, 1.8274)
H (5.8203, -3.5662, -5.3593)
N (6.4610, -4.6891, -3.0180)
C (-3.8140, 3.1547, 3.6028)
H (-0.5749, 2.3627, 3.1513)
H (-8.6208, -5.7828, 1.9974)
H (-11.8995, -3.9100, 3.0315)
H (1.9983, 3.7479, -0.6382)
O (-1.0873, 3.8418, 1.0006)
C (3.0564, 6.4859, 0.0726)
H (7.4252, -4.1100, -6.8827)
H (-3.8638, 4.0942, 3.0346)
H (-2.1460, 3.9180, -0.7302)
H (6.4927, 4.8933, -3.6261)
C (0.6294, 2.4914, -1.7305)
C (-2.3255, 3.7109, 0.3259)
O (-8.0358, -0.6615, 0.5335)
C (6.4836, -5.0524, -1.6025)
N (-2.6371, 2.3612, 3.2782)
H (-0.8743, -1.3435, -0.7343)
H (1.2691, 1.6258, -1.9165)
O (2.3450, 6.8597, 0.9472)
C (-5.1373, 0.8814, 1.4610)
C (7.6091, -4.4961, -0.7398)
C (-9.0258, -0.3577, 2.7753)
H (-5.9354, 2.9586, 3.6926)
H (3.1791, -0.0980, 2.3209)
O (-5.2713, 2.2157, 1.9147)
C (-9.0050, -5.1192, 2.7699)
H (7.6231, -3.3984, -0.7330)
H (-1.9220, 5.0291, 2.4731)
C (-0.4418, -1.1156, 0.2386)
H (-8.0241, -0.1201, 3.1435)
H (-8.8765, 1.0419, 1.1872)
C (-1.1672, 4.2422, 2.3574)
N (5.5198, 4.6306, -3.5418)
C (5.0249, 6.3025, -0.9270)
H (6.1841, -1.8954, -4.9021)
H (-9.3886, -2.1056, -0.1185)
H (4.7631, -2.2997, 0.4652)
C (2.7930, 6.3335, -1.3877)
H (-8.2010, -4.4424, 3.0802)
H (9.3786, -4.7358, -3.0704)
H (5.2592, -2.9885, -2.9779)
O (7.8262, -3.0795, -5.1243)
H (-0.2012, 4.6969, 2.5919)
H (3.1942, -3.7829, 2.6382)
H (3.2754, -2.3599, -1.1497)
H (4.1959, -2.3713, 2.9324)
O (4.3967, 6.1706, 0.2965)
H (0.6884, 0.0961, 2.0053)
C (3.9838, 6.1921, -1.9973)
H (7.9536, -5.1277, -5.5213)
C (-5.0841, 2.3858, 3.3133)
H (1.7341, -2.4444, 1.3673)
C (9.5820, -4.3092, -2.0836)
H (-7.7691, -2.1294, -0.8415)
H (-2.7508, 1.9738, 2.3504)
O (-10.1052, -4.4264, 2.2170)
H (-0.0817, 4.9143, -2.5137)
H (-0.3184, -2.0528, 0.7928)
C (-9.0555, -0.0320, 1.2865)
C (2.6597, -0.6509, 1.5324)
H (7.4144, -4.8135, 0.2884)
H (2.2247, 3.7807, -2.4193)
H (5.2328, -3.7653, 1.3130)
H (-9.7175, 0.3191, 3.2874)
H (-0.0886, 2.5900, -2.5474)
O (0.7891, -0.4627, 0.0063)
C (1.3933, 0.0911, 1.1685)
H (-5.4561, 0.8566, 0.4214)
H (2.8750, -3.9560, -1.8177)
C (6.4654, -2.9393, -4.7365)
C (1.4909, 3.7543, -1.6081)
O (6.1868, 6.5476, -1.0403)
H (6.9748, -2.6384, -2.7026)
H (-4.1003, 0.5291, 1.5204)
C (-8.3228, -1.9725, 0.0843)
H (-11.3863, -1.6146, 3.5026)
C (4.3679, -3.1918, 0.9678)
H (-5.7790, 0.2038, 2.0296)
O (3.2208, 5.1586, -4.3599)

Calculated values
- HOMO energy (Eh) = -0.3136
- LUMO energy (eV) = -0.721
- orbital gap (eV) = 7.81
- E (hartree) = -2780.32255
- multiplicity = 1
- total charge = 0
- SMILES string = CCCCC1=C(P(N)O)C(=O)OC1=O.COCCNCCOC.COCCNCCOC.COCCNCCOC.COCCNCCOC

Mulliken atomic charge list, values in e, 99 entries:
1 C -1.1615
2 H 0.1428
3 C -0.7858
4 H 0.2063
5 H 0.4240
6 H 0.2804
7 H 0.2348
8 H -0.2902
9 O -0.4700
10 H 0.2417
11 C -1.3831
12 C -0.6563
13 H 0.4406
14 H 0.4904
15 P 0.0307
16 H 0.3703
17 H 0.3459
18 C -0.7131
19 H 0.2703
20 H 0.3170
21 H 0.3988
22 O -0.4743
23 N -0.2847
24 H 0.0905
25 C 0.1525
26 C -0.7029
27 H 0.3802
28 H 0.2869
29 H 0.4082
30 H -0.1156
31 H -0.0735
32 C -0.0267
33 H 0.1308
34 H 0.3923
35 N -0.3017
36 C -0.2133
37 H 0.0818
38 H 0.1493
39 H 0.4436
40 H 0.2001
41 H 0.1834
42 H 0.4181
43 N -0.3426
44 C -0.1493
45 H 0.1178
46 H 0.2409
47 H 0.3946
48 H 0.2543
49 O -0.1423
50 C 0.2713
51 H 0.3477
52 H 0.1828
53 H 0.3006
54 H 0.2917
55 C -1.1402
56 C -0.7994
57 O -0.3718
58 C -0.1270
59 N -0.1815
60 H 0.2668
61 H 0.3470
62 O -0.5365
63 C -0.4744
64 C -0.3891
65 C -0.6349
66 H 0.3981
67 H 0.3819
68 O -0.3397
69 C -0.7142
70 H 0.3118
71 H 0.4621
72 C -0.5938
73 H 0.3399
74 H 0.4033
75 C -0.6352
76 N -0.5188
77 C 0.2342
78 H 0.3764
79 H 0.3004
80 H 0.3092
81 C 0.6743
82 H 0.2952
83 H 0.1975
84 H 0.1065
85 O -0.3530
86 H 0.3312
87 H 0.4145
88 H 0.2713
89 H 0.4515
90 O -0.3049
91 H 0.4060
92 C 0.4588
93 H 0.2970
94 C -0.8367
95 H 0.1149
96 C -0.5779
97 H 0.2797
98 H -0.0767
99 O -0.3505


Question: What is the formula in the second record?
Answer: C32H72N5O12P